1.
Below is a molecular structure, C7H18ClI2OP2W in a non-equilibrium geometry, with properties calculated with ωB97M-V with the def2-TZVPD basis set.

Values from the calculation:
* energy above the lowest of the compared OMol25 structures with the same formula, charge and spin: 202.46 kcal/mol
* charge: +3
* spin multiplicity: 3
* E_LUMO (spin up / spin down): -14.525 / -13.692 eV
* <S²>: 2.083
* HOMO (spin up / spin down): -18.916 / -18.921 eV
* orbital gap (spin up / spin down): 4.39 / 5.23 eV

```
32
Properties=species:S:1:pos:R:3:forces:R:3
I -3.4453 -1.6381 1.2585 -0.29 1.87 0.58
I -3.3466 1.4269 1.3020 -0.65 -1.72 0.29
W 0.8948 0.1891 -0.4234 3.79 0.61 7.69
P 0.1943 0.0267 -2.4551 -5.87 -1.12 -5.34
C -1.5317 0.0004 -3.0769 -0.46 -0.04 -0.20
C 0.8274 1.4963 -3.0688 1.08 1.72 1.95
H 1.8734 -1.5306 -2.6440 0.52 -0.51 -0.28
H 0.9253 -1.3189 -4.0924 0.30 0.00 -2.81
H 0.2432 -2.2712 -2.7914 0.31 0.21 -0.14
C 0.8863 -1.4195 -3.0727 0.66 -1.71 2.29
H 1.8240 1.6485 -2.6792 0.64 0.52 -0.31
H 0.8515 1.3407 -4.0878 0.35 -0.06 -2.64
H -1.5362 0.0034 -4.1564 0.47 0.06 -0.57
H -2.0920 0.9116 -2.7038 1.06 -1.02 -1.20
H 0.1924 2.3456 -2.8338 -0.10 0.14 0.02
H -2.0708 -0.9376 -2.7241 1.24 1.18 -1.31
C -1.9732 -0.1140 -0.6980 -7.07 0.32 -2.78
O -3.0299 -0.0835 -1.3145 6.67 -0.32 5.64
Cl 3.2488 0.1623 -0.3213 -3.46 0.03 -0.32
C -1.0046 -0.0480 3.3823 -1.19 -1.12 -0.81
P 0.5272 -0.0078 2.4031 -1.23 -0.23 2.07
C 1.2886 1.4077 3.0281 0.33 1.34 -1.94
C 1.4226 -1.3734 2.9792 -1.40 -2.24 -2.53
H -1.6325 0.8085 3.0306 0.51 -0.94 0.84
H -0.7988 0.0184 4.5139 0.08 -0.18 -1.77
H -1.5108 -1.0482 3.0752 0.60 1.84 1.07
H 1.5023 1.4409 4.0909 -0.18 -0.20 0.15
H 2.1858 1.4893 2.4149 0.34 0.86 0.37
H 0.5038 2.0893 2.6892 0.64 1.23 0.52
H 1.6433 -1.4803 4.0246 -0.17 0.26 0.56
H 0.6423 -2.1312 2.5970 1.71 -0.08 0.91
H 2.2951 -1.4033 2.3544 0.77 -0.69 -0.01
```
Positions in Å, forces in eV/Å.

2.
Below is a gas-phase ion, C10H15N5 (charge +2) in a non-equilibrium geometry, with properties calculated with ωB97M-V with the def2-TZVPD basis set.

Values from the calculation:
* charge: +2
* spin multiplicity: 1
* E_LUMO: -7.838 eV
* SMILES: C[C@H]1NC(=[NH2+])NC(=[NH2+])N1c1ccccc1
* HOMO: -15.578 eV
* orbital gap: 7.74 eV

```
30
Properties=species:S:1:pos:R:3:forces:R:3
C -0.5328 2.2477 -0.3088 -0.12 2.19 3.61
C -0.7225 0.9618 0.5485 3.67 1.37 1.05
N -2.1131 0.7646 0.8197 -3.25 -0.48 0.68
C -2.8224 -0.3302 0.5401 1.84 0.00 -0.88
N -4.1198 -0.4113 0.6652 -2.10 2.91 2.04
N -2.1162 -1.4278 -0.0104 -0.21 -0.30 0.49
C -0.8006 -1.4928 -0.2601 4.16 6.45 0.06
N -0.0806 -2.4927 -0.6838 -1.69 -0.64 0.64
N -0.0427 -0.1402 -0.1879 -4.41 -4.14 -0.61
C 1.3697 -0.1527 -0.0300 2.03 0.16 -0.38
C 2.2523 0.4060 -0.9954 -0.81 0.13 -0.16
C 3.6735 0.4239 -0.7509 -2.02 -0.09 -0.13
C 4.1894 -0.1249 0.3815 -0.38 -0.65 2.07
C 3.2352 -0.6409 1.3469 2.37 0.29 0.76
C 1.8819 -0.6419 1.1958 -0.51 0.28 -1.09
H 0.4403 2.6997 -0.1504 0.50 -0.47 0.22
H -1.1553 3.1815 -0.0469 0.21 -1.85 -0.27
H -0.5668 2.0279 -1.3004 -0.64 -0.66 -2.89
H -0.0345 0.9803 1.5321 -2.13 0.52 -1.65
H -2.7223 1.5741 1.1751 1.77 -1.30 -0.77
H -4.6842 0.4022 1.1756 1.82 -2.24 -1.49
H -4.7596 -1.0766 0.2708 0.31 -0.68 -0.24
H -2.5506 -2.3086 -0.1939 -1.15 -0.30 0.06
H 0.7755 -2.2568 -1.1411 0.94 0.02 0.00
H -0.3118 -3.4686 -0.5055 -0.02 0.23 -0.41
H 1.7754 0.8889 -1.9160 1.01 -0.81 1.31
H 4.3505 0.9171 -1.3885 0.36 0.48 -1.12
H 5.3094 -0.0782 0.6257 -1.98 -0.21 -0.41
H 3.6465 -0.9336 2.3176 -0.15 -0.16 -0.37
H 1.1682 -0.9622 1.9656 0.57 -0.04 -0.13
```
Positions in Å, forces in eV/Å.

3.
Below is 2 unconnected molecules or ions with the total composition C4H11N2O in a non-equilibrium geometry, with properties calculated with ωB97M-V with the def2-TZVPD basis set.

Values from the calculation:
* energy above the lowest of the compared OMol25 structures with the same formula, charge and spin: 102.29 kcal/mol
* charge: +1
* spin multiplicity: 1
* E_LUMO: -3.080 eV
* HOMO: -13.462 eV
* orbital gap: 10.38 eV

```
18
Properties=species:S:1:pos:R:3:forces:R:3
C -0.6190 -0.2870 -0.0217 4.02 -1.52 0.05
C 1.4214 -0.6553 -0.5329 1.01 -2.08 2.00
C 2.0560 0.3015 0.3474 -0.11 4.69 0.72
C -2.5386 -0.2411 1.5159 0.69 -4.69 0.80
N -1.0663 0.5960 -0.8110 -2.19 1.88 -1.14
N 1.4370 -0.4039 -1.8257 0.09 0.93 -1.73
O -1.2376 -0.6901 0.9916 -0.73 -0.84 1.02
H 2.0624 -1.6381 -0.3953 -2.93 0.72 0.47
H 3.1414 0.3831 0.2369 0.00 -0.74 -0.06
H 1.8287 0.2983 1.4349 -0.04 -0.40 -0.87
H 1.7596 1.3652 -0.0502 0.23 -1.47 0.95
H -3.1509 0.3117 0.9133 -1.27 1.44 -1.84
H -3.0251 -1.2417 1.8011 0.45 1.65 -0.61
H -2.2813 0.2107 2.4028 0.33 1.41 1.90
H -0.5369 1.0457 -1.5469 0.10 -0.53 0.00
H -2.0362 0.9056 -0.6905 0.55 0.21 -0.29
H 1.3769 -1.2978 -2.3041 0.29 1.19 -1.30
H 1.7197 0.5466 -2.1703 -0.47 -1.84 -0.07
```
Positions in Å, forces in eV/Å.

4.
Below is a single C4H8O molecule, with properties calculated with ωB97M-V with the def2-TZVPD basis set.

Values from the calculation:
* energy above the lowest of the compared OMol25 structures with the same formula, charge and spin: 75.15 kcal/mol
* spin multiplicity: 1
* E_LUMO: 0.856 eV
* HOMO: -8.559 eV
* orbital gap: 9.41 eV

```
13
Properties=species:S:1:pos:R:3:forces:R:3
C 1.6735 -0.2547 -0.5868 0.11 0.00 -0.05
C 0.6099 -0.0139 0.4763 0.05 0.00 -0.01
C -0.6932 0.4353 -0.1477 0.09 -0.12 -0.08
C -2.6923 -0.0538 1.0632 0.06 0.44 -0.40
O -1.6327 0.6814 0.9213 -0.38 -0.34 0.30
H 2.6094 -0.5795 -0.1266 -0.07 0.03 -0.08
H 1.3638 -1.0299 -1.2979 0.03 0.13 0.12
H 1.8750 0.6611 -1.1529 0.00 -0.12 0.05
H 0.9344 0.7469 1.1934 0.02 -0.08 -0.09
H 0.4227 -0.9334 1.0474 0.03 0.18 -0.10
H -0.6015 1.3569 -0.7275 0.09 -0.04 0.11
H -2.7490 -0.6578 0.1065 -0.08 -0.20 0.37
H -1.1202 -0.3586 -0.7686 0.06 0.14 -0.13
```
Positions in Å, forces in eV/Å.

5.
Below is a molecular structure, C13H7AuCl2CrN3O3 in a non-equilibrium geometry, with properties calculated with ωB97M-V with the def2-TZVPD basis set.

Values from the calculation:
* energy above the lowest of the compared OMol25 structures with the same formula, charge and spin: 34.60 kcal/mol
* charge: +4
* spin multiplicity: 6
* E_LUMO (spin up / spin down): -16.242 / -16.348 eV
* <S²>: 8.885
* HOMO (spin up / spin down): -21.603 / -21.605 eV
* orbital gap (spin up / spin down): 5.36 / 5.26 eV

```
30
Properties=species:S:1:pos:R:3:forces:R:3
Au -0.3572 -0.9189 -6.5506 0.21 -0.61 0.30
Cr 0.0475 -0.5539 -2.8223 3.19 0.56 1.41
Cl -1.2357 -0.2633 -4.4864 -1.52 0.64 -2.31
Cl 1.8513 -1.7676 -3.3338 -1.69 0.94 0.15
C -1.1016 -1.8288 -1.9785 -1.07 -6.31 5.26
C -0.3589 -0.4148 -8.5133 -0.23 1.47 -6.39
C 0.2467 -1.8516 -8.2461 0.37 -0.56 -1.97
O -1.2631 -2.6667 -1.1886 0.09 4.08 -4.22
O -0.6126 0.3151 -9.4293 0.95 -2.97 5.33
O 0.6672 -2.7460 -8.8902 -1.06 2.30 1.95
N -0.9433 0.9339 7.9594 0.11 0.08 -0.23
C -0.6938 0.8885 6.8162 0.09 -0.39 -1.55
C -0.4369 0.7472 5.4053 -0.06 0.24 2.26
C -1.3767 0.1095 4.5731 -0.91 -0.79 -1.65
C -1.1437 0.0241 3.1931 -0.65 -0.17 0.69
C 0.0527 0.5125 2.6392 -0.12 0.55 0.64
C 0.9827 1.1423 3.4848 0.40 0.46 1.11
C 0.7599 1.2545 4.8656 1.29 0.28 -1.69
N 0.3234 0.4744 1.2362 0.44 0.25 -1.47
C 1.4784 1.0300 0.6040 -0.23 -0.14 -0.40
C 1.3392 0.8369 -0.7387 -0.13 -0.36 0.82
N 0.1421 0.1323 -0.9580 -0.13 0.20 1.00
C -0.4580 -0.0400 0.2405 0.94 0.29 0.52
H -2.2807 -0.3244 5.0258 0.36 0.32 -0.38
H -1.9070 -0.3739 2.5255 0.07 -0.13 0.50
H 1.8700 1.5989 3.0538 -0.09 -0.19 0.41
H 1.5199 1.7196 5.5050 -0.41 -0.10 -0.27
H 2.3080 1.4892 1.1400 -0.45 -0.17 -0.22
H 1.9891 1.0587 -1.5932 -0.04 0.13 0.74
H -1.4089 -0.5176 0.4616 0.27 0.10 -0.35
```
Positions in Å, forces in eV/Å.

6.
Below is a molecular structure, C3HCl3NP in a non-equilibrium geometry, with properties calculated with ωB97M-V with the def2-TZVPD basis set.

Values from the calculation:
* energy above the lowest of the compared OMol25 structures with the same formula, charge and spin: 95.62 kcal/mol
* spin multiplicity: 1
* E_LUMO (spin up / spin down): -2.910 / -2.410 eV
* HOMO (spin up / spin down): -9.949 / -9.866 eV
* orbital gap (spin up / spin down): 7.04 / 7.46 eV

```
9
Properties=species:S:1:pos:R:3:forces:R:3
C 0.3779 -0.3492 0.6753 -1.46 -0.75 0.16
C -0.8331 -0.8398 1.0639 0.51 0.64 -1.04
C 0.2050 0.7455 -0.2348 -1.13 1.93 -0.55
N -0.9961 1.1735 -0.4368 0.44 -0.45 -0.56
P -2.0827 0.3472 0.5033 0.07 0.41 2.21
Cl 1.8814 -0.9701 1.0582 0.95 -0.31 1.01
Cl 2.9110 -1.5660 -1.1968 0.21 -0.21 -0.52
Cl 1.4050 1.6949 -0.9949 0.86 -0.35 0.14
H -2.8685 -0.2359 -0.4374 -0.46 -0.91 -0.84
```
Positions in Å, forces in eV/Å.

7.
Below is a molecular structure, C18H29N4O6S3V in a non-equilibrium geometry, with properties calculated with ωB97M-V with the def2-TZVPD basis set.

Values from the calculation:
* energy above the lowest of the compared OMol25 structures with the same formula, charge and spin: 17.86 kcal/mol
* charge: -1
* spin multiplicity: 4
* E_LUMO (spin up / spin down): 2.053 / 2.052 eV
* <S²>: 3.760
* HOMO (spin up / spin down): -3.105 / -4.898 eV
* orbital gap (spin up / spin down): 5.16 / 6.95 eV

```
61
Properties=species:S:1:pos:R:3:forces:R:3
V -0.9203 -0.0125 0.1070 1.42 -0.87 -1.92
N 1.1018 0.0518 0.8038 0.68 0.08 0.29
C 1.2903 1.4290 1.3137 -0.10 0.06 0.21
C 0.0315 1.7534 2.1373 -0.13 0.16 0.01
O 0.1083 2.3463 3.2204 0.15 -0.05 -0.05
N -1.0411 1.2557 1.5268 -0.22 1.77 1.53
C -2.1992 0.8972 2.3164 0.10 -0.36 0.16
C -2.1479 -0.6562 2.4602 -0.36 0.14 0.60
O -2.7762 -1.2164 3.3522 0.08 0.09 -0.23
O -1.4035 -1.2332 1.5750 -0.28 -0.69 0.61
H 0.9747 -0.5772 1.5950 0.05 -0.03 0.01
H 1.9258 -0.2610 0.3050 0.02 -0.04 -0.09
H 1.3625 2.1051 0.4594 0.06 -0.04 -0.02
H 2.1792 1.5434 1.9369 -0.04 0.01 0.02
H -3.1224 1.1315 1.7778 -0.02 0.09 0.09
H -2.2077 1.3736 3.2961 -0.07 -0.06 0.03
C 3.5153 3.1833 -3.5060 -0.37 0.02 -0.05
C 3.5948 1.6620 -3.5624 -0.02 -0.09 0.31
S 2.9633 0.8250 -2.0653 -0.09 0.03 -0.10
C 1.5562 -0.1247 -2.7121 0.20 0.30 -0.01
C 0.3730 0.6941 -3.1959 -0.23 -0.01 0.26
S -0.6039 1.4614 -1.8430 0.46 0.45 -1.06
C -0.3315 3.2545 -2.1470 -0.07 -0.43 0.30
C 1.0958 3.7847 -2.1023 0.13 0.10 -0.19
S 1.8559 3.8864 -3.7700 0.11 -0.11 0.12
H 4.1151 3.6080 -4.3129 0.05 0.01 0.03
H 3.9007 3.5662 -2.5609 0.09 -0.01 -0.02
H 4.6403 1.3650 -3.6653 -0.01 -0.01 -0.08
H 3.0372 1.2751 -4.4146 0.05 0.02 -0.06
H 1.2409 -0.7653 -1.8932 0.02 -0.17 0.04
H 1.9336 -0.7743 -3.5027 -0.08 -0.05 -0.04
H -0.3157 0.0282 -3.7167 0.00 -0.02 -0.05
H 0.6680 1.4890 -3.8740 0.02 0.01 -0.13
H -0.9188 3.7101 -1.3492 -0.03 0.06 -0.02
H -0.8073 3.4905 -3.0993 -0.05 0.05 0.04
H 1.7309 3.1532 -1.4882 -0.01 0.02 0.06
H 1.1034 4.7989 -1.7029 -0.05 -0.04 0.09
C -0.9151 -2.7656 -5.1805 -0.08 -0.08 0.09
C -1.3812 -3.9268 -4.3043 -0.01 0.16 -0.02
C -1.9173 -3.4723 -2.9412 0.13 -0.08 -0.14
C -2.2022 -4.6908 -2.0142 -0.17 -0.05 0.00
C -3.1317 -5.7533 -2.5991 0.07 0.12 0.02
C -3.2282 -2.7313 -3.1302 -0.01 -0.08 -0.03
O -4.0577 -3.0244 -3.9693 0.05 -0.01 0.01
N -3.4642 -1.7291 -2.2301 -0.01 0.13 0.17
C -2.4967 -1.1717 -1.3962 -0.55 -0.38 -0.59
O -2.8165 -0.2197 -0.6695 -0.97 -0.19 -0.29
N -1.2364 -1.6056 -1.4210 0.16 0.16 0.06
C -0.8508 -2.6589 -2.1799 -0.12 -0.22 0.11
O 0.3072 -3.0469 -2.2195 0.01 0.10 -0.11
H -0.5542 -3.1334 -6.1420 -0.01 0.03 -0.02
H -0.0995 -2.2275 -4.6977 0.04 0.04 -0.01
H -1.7356 -2.0696 -5.3723 0.02 0.01 -0.02
H -0.5502 -4.6125 -4.1366 -0.03 -0.02 0.06
H -2.1816 -4.4586 -4.8176 0.02 -0.08 0.02
H -2.6173 -4.3134 -1.0752 0.04 -0.01 0.02
H -1.2340 -5.1365 -1.7804 0.03 0.07 0.03
H -4.0362 -5.3058 -3.0085 -0.04 -0.03 -0.02
H -3.4226 -6.4591 -1.8200 0.03 -0.01 -0.01
H -2.6387 -6.3137 -3.3941 -0.03 -0.01 -0.02
H -4.3596 -1.2657 -2.2574 -0.04 0.01 0.00
```
Positions in Å, forces in eV/Å.

8.
Below is a molecular structure, C8H15AuCl2N5 in a non-equilibrium geometry, with properties calculated with ωB97M-V with the def2-TZVPD basis set.

Values from the calculation:
* energy above the lowest of the compared OMol25 structures with the same formula, charge and spin: 1.50 kcal/mol
* charge: -1
* spin multiplicity: 3
* E_LUMO (spin up / spin down): 3.311 / 3.188 eV
* <S²>: 2.010
* HOMO (spin up / spin down): -3.787 / -4.997 eV
* orbital gap (spin up / spin down): 7.10 / 8.19 eV

```
31
Properties=species:S:1:pos:R:3:forces:R:3
Au -1.0756 -1.8405 2.9164 -0.19 0.00 0.16
Cl -0.2848 -3.5363 1.6447 0.19 -0.50 -0.29
Cl -1.9355 -0.1713 4.2113 -0.30 0.04 0.45
C -0.4336 0.6431 -1.6489 -1.16 0.16 3.87
H -0.9212 1.5939 -1.3391 0.10 -0.41 -0.33
H -1.1288 -0.1958 -1.3819 -0.05 0.76 -0.15
C 0.6081 0.3751 -0.4249 -0.18 1.61 -4.29
C -0.2948 0.5734 -3.0752 0.80 0.32 -0.72
H 1.2172 1.2480 -0.1769 -0.25 -0.26 0.02
C 0.0910 -0.7211 -3.6467 0.31 -0.98 0.20
H -0.0626 1.4520 -3.6700 -0.20 0.14 0.11
C -0.0306 -1.9031 -2.6416 -0.14 0.11 -0.80
H -0.4419 -0.9999 -4.5789 0.14 0.28 0.33
H 1.1448 -0.5809 -3.9259 0.18 -0.43 -0.21
C 0.9235 -2.0343 -1.4603 0.49 -0.24 0.79
H -1.0606 -1.9789 -2.2812 -0.02 0.10 -0.13
H 0.1301 -2.8035 -3.2442 -0.09 -0.09 0.11
C 1.2452 -0.9270 -0.4049 0.73 -0.94 0.75
H 0.5404 -2.8560 -0.8421 -0.02 -0.01 -0.33
H 1.8880 -2.4046 -1.8262 -0.04 0.15 -0.15
H 0.9978 -1.3672 0.5857 0.32 0.00 -0.32
H 2.3427 -0.7472 -0.3809 -0.42 -0.30 -0.02
N 0.0090 2.6689 4.6632 0.06 0.11 0.31
N -0.1092 2.3372 3.3214 -1.42 -1.94 -0.88
N -1.2911 2.5454 2.6883 1.76 -0.11 -0.32
C -1.1871 1.6771 1.6770 -0.01 0.39 0.83
N -0.0989 0.8919 1.7652 0.25 0.59 1.74
N 0.5625 1.2625 2.8496 -1.15 1.31 -0.71
H 0.9863 2.6188 4.9315 -0.13 0.17 -0.18
H -0.4071 3.5802 4.8107 0.24 0.02 -0.13
H -1.9233 1.6001 0.8848 0.19 -0.04 0.27
```
Positions in Å, forces in eV/Å.